Record 1
Molecular formula: C19H57FN2O15SSi
Method: DFT, ωB97M-V/def2-TZVPD

Geometry as XYZ:
```
96
Properties=species:S:1:pos:R:3:forces:R:3
C 5.760384 -3.681047 0.629233 -0.22 0.17 0.10
C 4.454050 -3.050113 0.117674 1.05 -0.01 0.03
C 4.742070 -1.685324 -0.506102 0.07 -0.40 0.34
F 5.214701 -1.819310 -1.818785 -0.06 -0.02 -0.05
C 3.667210 -0.624679 -0.395204 0.13 -0.24 -0.37
C 2.369536 -0.640753 -0.833634 -0.16 0.06 -0.31
Si 1.690408 -2.154613 -1.802750 -0.05 -1.06 0.28
C 2.922865 -2.940058 -3.001646 -0.33 0.58 -0.31
C 0.146998 -1.874955 -2.819470 0.38 -0.02 -0.41
C 1.212540 -3.454038 -0.501342 -0.58 0.73 -0.29
C 1.525797 0.516411 -0.537646 -0.48 -0.08 -0.19
C 0.068138 0.561537 -0.932650 -0.02 -0.66 -0.28
C -0.871774 -0.342927 -0.121017 0.05 0.71 -0.19
C -2.258196 -0.412193 -0.779235 -0.18 -0.75 0.93
C -3.306910 -0.330022 0.323262 0.14 -0.17 -0.42
O -2.970343 -1.293297 1.332536 -0.35 -0.28 -0.07
C 1.973529 1.610541 0.132522 -0.36 1.04 0.70
C 1.122626 2.807215 0.526494 0.22 -0.05 -0.40
C 0.928093 3.795884 -0.650950 -0.05 -0.08 0.52
C 1.280038 5.224818 -0.305772 -0.10 0.04 -0.69
O -0.431662 3.768298 -1.131606 0.14 -0.08 -0.46
C 3.330155 1.677645 0.529664 -0.75 -1.01 -0.62
N 3.934008 2.667140 1.150116 1.01 0.51 0.44
S 5.469406 2.167765 1.365721 -0.54 0.22 -0.02
N 5.378714 0.720093 0.703191 0.57 -0.01 0.11
C 4.134447 0.545608 0.256877 0.74 0.36 0.50
H 6.393303 -4.016012 -0.188329 0.04 -0.13 -0.05
H 6.334646 -2.968562 1.221250 0.02 0.12 0.02
H 5.524866 -4.506712 1.296759 0.08 -0.26 -0.14
H 4.037335 -3.741400 -0.603924 -0.54 0.07 0.02
H 3.812935 -2.923058 0.982781 -0.41 0.02 -0.08
H 5.600415 -1.315108 0.041742 0.02 0.25 0.00
H 3.627019 -2.197279 -3.364063 0.27 -0.15 0.01
H 3.436297 -3.813131 -2.618140 0.25 0.05 0.12
H 2.363674 -3.263622 -3.880190 -0.19 -0.09 0.03
H 0.114097 -2.684966 -3.548582 0.03 -0.21 0.06
H 0.147124 -0.964377 -3.413147 -0.13 0.15 0.04
H -0.750959 -1.972811 -2.227841 -0.15 0.25 -0.01
H 0.139456 -3.317277 -0.342082 -0.08 -0.16 0.03
H 1.346121 -4.471847 -0.857980 0.22 -0.11 0.09
H 1.676928 -3.274323 0.459750 0.26 -0.27 0.12
H -0.060290 0.395025 -2.001158 0.09 -0.18 0.03
H -0.325186 1.544980 -0.764046 0.00 0.39 -0.06
H -0.434351 -1.300220 0.148904 -0.07 -0.16 -0.20
H -1.018149 0.184385 0.824605 0.15 -0.15 0.25
H -2.401803 0.376316 -1.508329 -0.03 0.01 0.07
H -2.448739 -1.359229 -1.285113 0.31 -0.05 -0.22
H -4.285355 -0.609777 -0.072513 -0.19 0.50 -0.12
H -3.308747 0.682602 0.730103 -0.23 0.03 0.16
H -3.702929 -1.326221 1.962771 0.26 0.15 0.21
H 0.162436 2.489445 0.915605 -0.24 0.04 0.00
H 1.634382 3.329825 1.328980 0.06 0.01 0.10
H 1.580456 3.474322 -1.459390 0.04 0.02 -0.18
H 0.562047 5.680605 0.369394 0.05 -0.07 0.28
H 2.301491 5.300132 0.058576 0.01 -0.06 0.30
H 1.236883 5.796416 -1.231748 -0.03 0.16 -0.01
H -0.423021 3.242825 -1.941161 -0.15 0.06 0.11
O 2.825656 2.779087 -3.666541 -0.02 -0.02 0.18
H 3.703966 3.154184 -3.543523 -0.01 -0.01 -0.04
H 2.721854 2.172456 -2.922612 0.02 -0.07 -0.07
O -2.416437 0.755761 -3.938684 0.13 0.04 -0.30
H -2.648914 1.684877 -3.820748 -0.03 -0.09 0.22
H -2.097838 0.683390 -4.844720 0.00 -0.02 0.04
O -3.174486 4.750477 -1.157987 0.15 0.04 -0.12
H -3.077698 5.710827 -1.176032 -0.21 0.09 0.09
H -2.268769 4.426009 -1.273408 0.12 0.08 0.24
O -4.981299 -3.321460 -0.526417 0.12 0.04 0.07
H -4.422365 -2.772494 0.038308 0.05 0.05 0.10
H -5.880919 -3.102642 -0.264387 0.01 -0.02 -0.04
O 1.388883 -4.565366 2.764973 0.06 0.03 -0.04
H 1.117481 -4.453447 3.679994 -0.01 0.02 -0.03
H 0.564146 -4.518239 2.257615 0.03 -0.03 0.08
O -3.898776 -1.295410 4.202595 0.09 0.00 0.06
H -2.972548 -1.468533 4.398868 0.02 0.08 -0.13
H -4.275232 -1.006089 5.042319 -0.19 -0.14 -0.03
O -3.483735 8.023605 -0.846523 -0.01 -0.03 0.03
H -2.902538 8.590575 -0.327958 0.10 -0.09 -0.03
H -4.341392 8.096140 -0.415334 0.00 -0.04 -0.04
O -1.390497 -4.882941 2.088649 -0.17 -0.04 0.12
H -1.618850 -5.660184 2.608917 0.04 -0.03 -0.07
H -2.199894 -4.651505 1.620261 0.09 0.10 -0.06
O -2.334188 -4.006819 -2.296078 0.06 -0.02 0.03
H -2.750055 -3.563224 -1.549126 -0.11 -0.09 -0.06
H -3.017280 -4.009887 -2.973792 -0.03 0.01 0.05
O 0.348838 8.348120 -0.482323 -0.03 0.17 -0.05
H 1.128698 8.866292 -0.258345 -0.02 -0.02 0.03
H 0.272847 8.430746 -1.438743 -0.03 -0.05 0.02
O -5.014298 -1.767102 7.265158 0.13 0.21 -0.02
H -4.107841 -1.554896 7.521350 0.02 -0.17 0.06
H -5.339876 -2.298737 7.997560 -0.05 -0.03 -0.07
O -2.217149 -2.787954 7.522681 0.07 0.05 -0.09
H -2.255759 -3.104968 6.613915 -0.08 -0.06 0.05
H -1.307561 -2.941259 7.798438 -0.03 0.05 0.04
O -3.725780 2.070473 -1.867743 -0.25 0.23 -0.04
H -3.777531 2.917284 -1.399833 0.00 0.17 -0.08
H -4.532111 2.042243 -2.393726 0.01 -0.07 0.05
```
Forces are in eV/Å.

Computed properties:
E_LUMO in Ha: -0.013
Spin multiplicity: 1
Calculated total energy in eV: -75751.912
Charge: 0
Strongest force on any atom in eV Å⁻¹: 1.397

Record 2
Molecular formula: C4H32O17
Method: DFT, ωB97M-V/def2-TZVPD

Geometry as XYZ:
```
53
Properties=species:S:1:pos:R:3:forces:R:3
O -1.972906 3.974362 1.868110 -0.36 -0.32 0.06
C -0.855302 3.608664 1.668170 1.34 0.23 -0.48
O -0.147838 3.971934 0.557831 -0.41 -0.59 0.24
C 0.010839 2.826667 2.652144 -0.77 0.86 -0.15
C -0.403103 1.357878 2.813223 -0.92 0.84 1.46
C -0.426067 0.515374 1.571661 -0.11 0.59 0.53
O -1.157437 1.162805 0.620914 0.69 -0.28 0.05
O 0.071714 -0.556434 1.366166 0.17 -0.19 0.18
H -0.820558 4.231436 -0.084564 0.02 0.42 -0.18
H -0.215396 3.415898 3.547113 0.14 -0.68 0.42
H 1.071640 2.961855 2.482227 0.13 -0.11 -0.45
H -1.438066 1.388585 3.180561 -0.21 0.00 -0.46
H 0.078018 1.021460 3.726012 0.66 -0.90 -0.50
H -0.612339 0.982407 -0.173115 -0.15 0.42 -0.31
H -0.107407 -3.261270 3.232749 -0.11 0.07 0.00
H 1.281649 -2.619850 3.382839 -0.09 0.33 0.12
O 0.833525 -3.422689 3.122628 0.10 -0.34 -0.30
H -2.382542 1.306228 -3.068951 -0.11 0.23 -0.18
H -1.116732 1.755953 -2.401759 0.06 0.42 -0.06
O -2.075582 1.796616 -2.293813 0.33 -0.37 -0.22
H 0.306025 0.793962 -4.019107 0.28 -0.33 0.06
H 0.036350 0.104398 -5.333163 0.06 -0.25 0.04
O -0.134707 0.919670 -4.858979 -0.39 0.55 -0.12
H -3.103482 -0.902412 0.953969 0.28 0.18 -0.42
H -4.453877 -1.592330 0.732041 0.03 0.13 -0.11
O -3.764680 -1.436784 1.383121 -0.23 -0.31 0.48
H 2.995438 -2.456208 -0.951358 0.65 -0.67 -0.46
H 3.344728 -2.311984 -2.536512 0.57 -0.62 0.17
O 2.846704 -2.002772 -1.785772 -0.63 1.21 0.21
H -0.723508 -0.682242 -0.705974 0.12 -0.35 0.14
H -1.737070 0.039645 -1.630753 0.01 -0.37 0.19
O -1.250378 -0.796381 -1.501937 -0.66 -0.03 -0.15
H 0.793697 -2.973636 0.703568 0.33 -0.21 0.46
H 1.308123 -2.541299 -0.625636 -0.44 -0.29 -0.21
O 1.168526 -3.348278 -0.108913 0.11 0.87 0.25
H 2.018800 0.949884 -0.756479 -0.16 0.41 0.00
H 1.108565 0.397317 -1.914207 0.19 -0.32 0.16
O 1.101160 0.819837 -1.044928 -0.48 -0.10 -0.35
H -3.536044 1.157120 -0.061836 0.21 0.31 -0.08
H -3.928421 2.011535 -1.285913 0.40 0.12 0.03
O -4.277006 1.446672 -0.598629 -0.77 -0.40 0.25
H 3.704388 -1.077592 2.774072 0.02 -0.56 -0.29
H 4.140053 -0.902711 1.245550 -0.16 -0.63 0.25
O 3.988389 -0.476516 2.088432 0.15 1.21 0.01
H -0.305480 -1.553249 -2.975591 0.67 0.07 0.16
H 1.221772 -1.919850 -2.776652 -0.44 0.15 -0.07
O 0.593414 -1.444221 -3.344657 0.00 0.02 -0.27
H -1.969049 -4.042385 -0.150892 -0.10 -0.02 0.08
H -0.489842 -4.054092 0.190066 -0.24 -0.46 -0.25
O -1.324885 -4.502656 0.395866 -0.02 0.19 0.03
H 3.290180 2.372971 0.882537 0.15 -0.16 0.12
H 4.073297 1.488610 -0.115452 0.47 -0.07 0.30
O 3.342710 2.098096 -0.036023 -0.37 0.11 -0.39
```
Forces are in eV/Å.

Computed properties:
E_LUMO in Ha: -0.016
Spin multiplicity: 1
Calculated total energy in eV: -39475.773
Charge: 0
Strongest force on any atom in eV Å⁻¹: 1.923

Sequential molar mass output: 632.82; 352.28 g mol⁻¹